Entry from OMol25: C20H37N2O5P in the gas phase in a non-equilibrium geometry (ωB97M-V/def2-TZVPD).

Summary:
HOMO level: -0.2995 Ha
Multiplicity: 1
SMILES: CC[C@@H](C)[C@]1(P(N)O)C(=O)O[C@@H](CON=O)[C@@]1(C)CC[C@H](C)CCC=C(C)C

Cartesian coordinates (Å):
C 4.058593 2.680733 -2.798487
C 3.767112 1.148766 -2.298261
C 2.616883 1.251482 -1.181740
C 1.229691 1.762312 -1.849753
C 2.448155 -0.049309 -0.253782
P 1.960360 0.749111 1.435113
N 2.946502 0.043211 2.747365
O 0.352679 0.351215 1.877824
C 3.843570 -0.808374 0.102452
O 4.892932 -0.212247 0.467146
O 3.676586 -2.200108 -0.115331
C 2.236363 -2.552464 -0.033152
C 2.046710 -2.743905 1.545073
O 1.365930 -4.050395 1.712838
N 1.061716 -4.266034 3.026841
O 1.892133 -5.002385 3.477107
C 1.580700 -1.301614 -0.782532
C 1.962390 -1.635488 -2.342307
C -0.020935 -1.168956 -0.885284
C -0.847073 -2.194860 0.026500
C -2.439422 -1.848761 -0.017334
C -3.027500 -1.785430 -1.509755
C -2.773054 -0.541308 0.873450
C -4.254026 0.065505 0.559607
C -4.481519 1.191168 1.695958
C -4.319744 2.588727 1.475860
C -4.811371 3.359420 0.165731
C -3.582134 3.506686 2.594287
H 3.522438 3.446773 -2.131630
H 5.184050 2.912356 -2.697011
H 3.722203 2.772634 -3.882402
H 3.333170 0.565549 -3.177768
H 4.767740 0.761045 -1.920787
H 2.935393 2.109629 -0.474857
H 0.910136 1.096262 -2.718035
H 0.463831 1.823531 -1.001981
H 1.387657 2.850181 -2.201233
H 2.417786 0.075438 3.629872
H 3.805810 0.615550 2.801608
H -0.250101 1.097867 1.664275
H 2.249878 -3.566394 -0.581319
H 1.368346 -1.974598 2.043562
H 3.030514 -2.807871 2.131267
H 3.083136 -1.522196 -2.524715
H 1.639483 -2.731700 -2.492989
H 1.420787 -0.957177 -3.080001
H -0.391326 -0.112925 -0.619134
H -0.370532 -1.342715 -1.969583
H -0.571120 -2.126836 1.145115
H -0.669935 -3.276320 -0.329773
H -2.956531 -2.726953 0.523506
H -2.676931 -0.851690 -2.061019
H -2.646558 -2.731375 -2.054738
H -4.174931 -1.859590 -1.445877
H -2.028351 0.320637 0.696053
H -2.788401 -0.775738 2.005443
H -4.192801 0.499217 -0.491909
H -5.020659 -0.791518 0.657135
H -4.762738 0.853406 2.762425
H -4.044198 4.156691 -0.169046
H -5.024885 2.657232 -0.710051
H -5.764991 3.936191 0.455428
H -3.201476 4.461739 2.067974
H -4.381386 3.831452 3.348995
H -2.706731 2.975518 3.087767

Atoms 1-2, force components in eV/Å:
0.366 -0.491 0.239
-0.601 1.583 -0.119

natural (NBO) atomic charge list, values in e, 2 entries: -0.62 -0.43

=====

Entry from OMol25: a molecular structure, C20H37N4O13PY in a non-equilibrium geometry (ωB97M-V/def2-TZVPD).

Summary:
HOMO level: -0.1049 Ha
Multiplicity: 1
Total charge: -1

Cartesian coordinates (Å):
Y -0.714827 0.015964 -1.130489
P -1.757067 -0.240496 -3.581719
O -2.128137 -1.212466 -2.474289
O -0.229897 -0.214706 -3.370479
O -2.023427 0.989764 -2.728299
O -2.498737 -0.490846 -4.904559
C -0.727457 0.296864 3.212031
C 0.413503 -0.309566 2.383801
O 0.314703 -0.026136 1.052481
H -0.463417 0.327754 4.269111
H -1.687967 -0.203446 3.088661
H -0.893617 1.344894 2.962781
H 0.600043 -1.345616 2.666481
H 1.285193 0.141204 2.858191
C 2.189543 1.780314 -2.191049
O 1.553343 0.932054 -1.573149
N 3.210213 2.498664 -1.589689
C 3.617733 3.771744 -2.114679
C 3.583823 2.243854 -0.165769
H 2.055953 2.106654 -3.234049
H 3.229373 4.650194 -1.599309
H 3.324413 3.902684 -3.156269
H 4.695603 3.932264 -2.091719
H 4.409893 1.557724 0.021101
H 3.642743 3.194024 0.365071
H 2.812783 1.613284 0.276951
C -0.417817 3.730464 -0.786259
O -0.569397 2.480484 -0.947839
N 0.143263 4.283924 0.346071
C 0.366503 5.711024 0.337741
C 0.674293 3.550964 1.491191
H -0.798437 4.537954 -1.430689
H -0.398877 6.199044 0.941181
H 0.491263 6.117784 -0.665799
H 1.303053 5.979394 0.826581
H 0.595463 2.466534 1.414371
H 1.704673 3.817474 1.726501
H 0.097103 3.845064 2.367801
C -3.539827 0.102714 1.139311
O -2.778217 0.124034 0.180901
N -3.867817 1.137114 1.834091
C -4.953357 1.104344 2.754981
C -3.366677 2.499484 1.559831
H -4.100667 -0.781516 1.479611
H -4.639677 1.471654 3.732111
H -5.233117 0.077504 2.990391
H -5.789557 1.678374 2.355771
H -3.199227 2.904114 2.557991
H -2.462027 2.516914 0.952031
H -4.090227 3.115134 1.025461
C 2.123283 -2.330736 -1.774769
O 1.028673 -1.869356 -1.446319
N 3.249913 -2.383346 -1.018969
C 3.252463 -2.111836 0.403531
C 4.369423 -3.068216 -1.582959
H 2.297163 -2.733866 -2.784449
H 3.168873 -2.965296 1.076371
H 2.449753 -1.441206 0.710141
H 4.188673 -1.622706 0.672551
H 4.478113 -3.227486 -2.655769
H 5.215803 -2.489226 -1.213479
H 4.462893 -4.047986 -1.114549
C -0.532297 -4.404276 0.362301
C -0.839187 -5.713476 0.509101
C -1.919097 -6.430556 -0.180839
O -2.253927 -7.616936 -0.080099
C -2.626857 -5.506946 -1.074089
C -2.470837 -4.187456 -1.174589
C -1.442167 -3.492796 -0.340169
O -1.278657 -2.270786 -0.172899
O -3.339167 -3.443076 -1.965769
O -0.068397 -6.588636 1.190171
H 0.308703 -3.939316 0.855181
H -3.416547 -5.994206 -1.626689
H -2.900837 -2.600846 -2.107609
H -0.490757 -7.446026 1.100181

Atoms 1-2, force components in eV/Å:
-0.168 -0.509 -0.974
-1.338 0.143 -2.666

Löwdin atomic charge list, values in e, 2 entries: 1.52 -0.08

=====

Entry from OMol25: a molecular structure, C20H37N4O3SeSi2Ti in a non-equilibrium geometry (ωB97M-V/def2-TZVPD).

Summary:
HOMO level: -0.6437 Ha
Multiplicity: 1
Total charge: +3

Cartesian coordinates (Å):
Ti -0.470326 -0.113817 0.575395
C -3.007891 1.680442 -2.795704
C -2.160592 1.734985 -1.569913
O -1.668309 0.676017 -1.087837
N -1.935496 2.903907 -0.992353
C -1.194063 3.022740 0.262922
C -2.009667 2.427724 1.382473
C -2.903035 3.203426 2.090922
C -3.742962 2.607286 3.019017
C -3.671001 1.233666 3.199878
C -2.736590 0.524892 2.483381
N -1.904905 1.098596 1.589615
H -2.491292 1.118903 -3.573631
H -3.268556 2.666458 -3.173321
H -3.923090 1.134066 -2.559228
H -2.350203 3.731375 -1.396007
H -0.993081 4.073716 0.447653
H -0.224594 2.536076 0.152982
H -2.941687 4.270885 1.914744
H -4.446463 3.202937 3.586964
H -4.316417 0.720583 3.899418
H -2.637296 -0.542328 2.626744
O 1.049074 0.317188 -0.268761
O 0.705524 -0.839803 -1.056819
C 3.319538 -0.731464 2.123446
Si 1.886737 0.115214 2.932474
C 1.943675 0.059336 4.770337
C 1.786557 1.894234 2.354463
C 0.192661 -0.640177 2.380328
Si -0.095272 -2.478383 2.021644
C -1.497972 -2.356038 0.630022
C 1.311203 -3.345739 1.207967
C -0.895814 -3.405507 3.387683
H 4.188790 -0.069073 2.169077
H 3.130084 -0.964999 1.073316
H 3.589309 -1.654953 2.641177
H 2.816285 0.613959 5.125766
H 2.033601 -0.966067 5.139685
H 1.055973 0.509138 5.220636
H 2.627014 2.472890 2.748737
H 0.873330 2.380221 2.713148
H 1.846615 1.973489 1.264442
H -0.473969 -0.380154 3.209620
H -1.661654 -1.480543 -0.019615
H -2.465990 -2.506688 1.108689
H -1.331520 -3.157683 -0.088287
H 1.672991 -2.805021 0.332205
H 0.979044 -4.338858 0.892560
H 2.153149 -3.481548 1.889712
H -1.797121 -2.908941 3.753453
H -0.210480 -3.528422 4.229846
H -1.169174 -4.399166 3.024645
C 0.897436 -3.254689 -4.433346
N 1.968745 -2.252465 -4.261975
C 3.223239 -2.387625 -4.768409
C 3.935551 -1.282987 -4.394666
N 3.098749 -0.491974 -3.673677
C 3.484839 0.790107 -3.057189
C 1.893594 -1.088741 -3.579671
Se 0.337220 -0.368463 -2.825475
H 1.237527 -3.981810 -5.163835
H -0.007132 -2.780845 -4.799379
H 0.708409 -3.754032 -3.487019
H 3.522628 -3.237253 -5.360506
H 4.959794 -1.015236 -4.597347
H 4.261432 1.242555 -3.665935
H 3.860442 0.614293 -2.052286
H 2.621804 1.446963 -3.023043

Atoms 1-2, force components in eV/Å:
-0.761 -0.633 0.846
-0.012 -0.008 0.015

natural (NBO) atomic charge list, values in e, 2 entries: 1.72 -0.70

=====

Number 1: E_LUMO -0.1 eV, HOMO-LUMO gap 8.02 eV. Number 2: E_LUMO 1.2 eV, HOMO-LUMO gap 4.05 eV. Number 3: E_LUMO -9.8 eV, HOMO-LUMO gap 7.74 eV.